# 1
Molecular formula: C21H29N3O6
Method: DFT, ωB97M-V/def2-TZVPD

Computed properties:
**SMILES**: CCOC(=O)C[C@H]1COCCN1Cc1cn[nH]c1-c1cc(OC)c(OC)c(OC)c1
**Orbital gap**: 8.74 eV
**ΔE to the lowest compared entry with this formula, charge and spin**: 457.7 kJ/mol

```
! wB97M-V def2-TZVPD RIJCOSX def2/J DEFGRID3
* xyz 0 1
C 5.1094 1.6704 -1.4556
C 4.3317 1.2642 -2.6926
O 2.9357 1.4324 -2.4350
C 2.0941 0.9273 -3.3417
O 2.4540 0.3381 -4.3307
C 0.6621 1.2409 -2.9907
C 0.2080 0.6660 -1.6230
C -1.1269 1.3086 -1.2145
O -2.1751 0.9166 -2.0653
C -2.3479 -0.4824 -2.0260
C -1.0683 -1.2240 -2.4162
N 0.0122 -0.7659 -1.5664
C 1.2117 -1.5760 -1.6288
C 2.1052 -1.3242 -0.4584
C 3.5081 -1.3660 -0.4517
N 3.9961 -1.0460 0.7317
N 2.9411 -0.7839 1.4934
C 1.7652 -0.9494 0.8370
C 0.4736 -0.7074 1.4591
C -0.6171 -1.5145 1.1548
C -1.8601 -1.2398 1.6955
O -2.9086 -2.0510 1.3133
C -3.5757 -2.7310 2.3620
C -2.0547 -0.1340 2.5405
O -3.3296 0.1823 2.9908
C -4.2141 0.6120 1.9696
C -0.9415 0.6341 2.9091
O -0.9226 1.6957 3.7559
C -2.0758 2.0923 4.4663
C 0.3057 0.3317 2.3612
H 4.8681 1.0129 -0.6247
H 6.1739 1.6037 -1.6602
H 4.8633 2.6925 -1.1808
H 4.6006 1.8868 -3.5542
H 4.5203 0.2191 -2.9599
H 0.0141 0.8882 -3.7918
H 0.5779 2.3268 -2.9270
H 0.9632 0.9329 -0.8771
H -1.0736 2.3969 -1.2746
H -1.3509 1.0095 -0.1793
H -3.1554 -0.7095 -2.7242
H -2.6396 -0.7914 -1.0122
H -1.2176 -2.2923 -2.2435
H -0.8574 -1.0786 -3.4882
H 0.8954 -2.6261 -1.6232
H 1.7852 -1.4193 -2.5565
H 4.1651 -1.6255 -1.2577
H 3.0640 -0.5315 2.4611
H -0.5157 -2.3593 0.4969
H -4.3836 -3.2856 1.8880
H -3.9869 -2.0438 3.1044
H -2.8950 -3.4301 2.8590
H -3.8472 1.5292 1.4956
H -4.3523 -0.1513 1.2004
H -5.1636 0.8104 2.4639
H -2.8239 2.5394 3.8073
H -2.5239 1.2574 5.0078
H -1.7269 2.8446 5.1739
H 1.1266 0.9769 2.6331
*
```

Here are the Löwdin charges for atoms 1 to 2, given in e: -0.058, -0.223

***

# 2
Molecular formula: C20H28Cl2NO8PS
Method: DFT, ωB97M-V/def2-TZVPD

Computed properties:
**SMILES**: C#CCP(CCCS(=O)(=O)O)(COC(C)=O)(c1ccccn1)[C@H](Cl)[C@@H](C)Cl.O=C1OCCO1
**Orbital gap**: 8.80 eV

```
! wB97M-V def2-TZVPD RIJCOSX def2/J DEFGRID3
* xyz 0 1
C 0.3692 -2.3465 0.9294
C -0.5781 -1.6666 0.6637
C -1.7243 -0.8549 0.2987
P -1.3202 0.8449 -0.3895
C 0.3901 1.5614 -0.5944
C 1.4926 0.8617 0.1976
C 2.8458 1.5784 -0.1081
S 4.0286 0.4362 -0.7557
O 3.7181 0.1998 -2.1260
O 4.1172 -0.6990 0.1157
O 5.3953 1.2542 -0.6917
C -1.1044 0.0227 -2.1386
O 0.0669 -0.8251 -2.1961
C -0.0333 -1.7838 -3.1636
C -0.8332 -3.0189 -2.8365
O 0.5087 -1.6556 -4.2262
C -2.6349 1.8953 -1.2061
C -3.7914 1.3281 -1.7018
C -4.7187 2.1436 -2.3211
C -4.4405 3.4980 -2.4226
C -3.2661 3.9676 -1.8733
N -2.3597 3.2000 -1.2630
C -1.6016 1.7630 1.2979
Cl -0.8527 0.8427 2.6666
C -3.0528 2.1901 1.6521
C -4.1259 1.1011 1.6292
Cl -3.0957 2.8716 3.3549
H 1.2595 -2.9221 0.9079
H -2.3859 -0.8463 1.1635
H -2.2400 -1.4193 -0.4769
H 0.3881 2.6101 -0.2934
H 0.6683 1.5783 -1.6430
H 1.6136 -0.1731 -0.1027
H 1.3595 0.9119 1.2705
H 3.2638 1.9716 0.8186
H 2.7107 2.4250 -0.7733
H 6.0327 0.6996 -0.2157
H -0.9700 0.8222 -2.8757
H -1.9778 -0.5447 -2.4735
H -1.7895 -2.7073 -2.4108
H -1.0411 -3.5589 -3.7495
H -0.3420 -3.6193 -2.0759
H -3.9455 0.2650 -1.5973
H -5.6215 1.7160 -2.7313
H -5.1530 4.1315 -2.9262
H -3.0585 5.0300 -1.9301
H -1.0316 2.6857 1.2743
H -3.3601 3.0595 1.0904
H -5.1033 1.5687 1.5636
H -3.9898 0.3409 0.8691
H -4.1138 0.5899 2.5897
O 4.9507 -3.6822 5.8183
C 4.7691 -3.5267 4.6569
O 5.2545 -4.3411 3.6843
C 4.6426 -3.9691 2.4465
C 4.2502 -2.5306 2.6976
O 4.0512 -2.5119 4.1155
H 5.3427 -4.0830 1.6229
H 3.7791 -4.6152 2.2734
H 5.0449 -1.8297 2.4422
H 3.3431 -2.2358 2.1786
*
```

Here are the Löwdin charges for atoms 1 to 2, given in e: 0.116, -0.216

***

# 3
Molecular formula: C2H6O4S
Method: DFT, ωB97M-V/def2-TZVPD

Computed properties:
**Orbital gap**: 8.74 eV
**ΔE to the lowest compared entry with this formula, charge and spin**: 327.1 kJ/mol

```
! wB97M-V def2-TZVPD RIJCOSX def2/J DEFGRID3
* xyz 0 1
C -0.4686 0.0702 -0.6269
C -0.1236 1.0963 0.4251
O 2.6347 -0.9818 1.0965
O 3.6162 0.6365 -0.5110
O 0.1958 -1.1784 -0.3957
O 1.1756 1.4801 0.2821
S 2.5814 -0.2082 -0.1428
H -0.0104 0.5160 -1.4892
H -1.4985 -0.1802 -0.6292
H -0.4514 0.7555 1.5431
H -0.7442 1.9058 0.1654
H 0.3021 -1.3019 0.5273
H 2.2645 -0.9781 -1.2534
*
```

Here are the Löwdin charges for atoms 1 to 2, given in e: -0.224, -0.353

***

# 4
Molecular formula: C33H85ClN7O11
Method: DFT, ωB97M-V/def2-TZVPD

Computed properties:
**Orbital gap**: 8.61 eV
**ΔE to the lowest compared entry with this formula, charge and spin**: 0.0 kJ/mol

```
! wB97M-V def2-TZVPD RIJCOSX def2/J DEFGRID3
* xyz -1 1
Cl 0.6015 -0.4602 -0.6698
O 1.5045 -0.1277 0.4018
O 0.5629 0.6462 -1.6179
O 1.0303 -1.6920 -1.2808
O -0.7433 -0.5942 -0.1197
C 2.5355 -3.5178 4.5135
C 1.4520 -2.4893 4.2080
C 0.9670 -2.5826 2.7634
O 0.2231 -3.7858 2.5469
C 0.1387 -3.9670 1.1726
N 0.3360 -2.7304 5.1502
H 2.1532 -4.4865 4.8392
H 3.2378 -3.1915 5.2848
H 3.1314 -3.7172 3.6188
H 1.9304 -1.5247 4.4104
H 1.8036 -2.5468 2.0620
H 0.3312 -1.7142 2.5663
H 1.1140 -3.9166 0.6667
H -0.4490 -3.2228 0.6142
H -0.2832 -4.9299 0.8694
H -0.2433 -1.8879 5.1084
H 0.7011 -2.5263 6.0857
C -1.6052 6.4005 2.7468
C -2.5098 5.5359 1.8821
C -1.8441 4.2093 1.5222
O -0.7535 4.4584 0.6765
C 0.0857 3.3238 0.4781
N -3.7473 5.2196 2.6099
H -0.6177 6.5743 2.3205
H -1.5524 5.9443 3.7353
H -2.0181 7.4101 2.8280
H -2.7592 6.0495 0.9462
H -2.5800 3.5452 1.0490
H -1.5748 3.6809 2.4457
H -0.4323 2.3663 0.4044
H 0.8811 3.2871 1.2265
H 0.5821 3.4602 -0.4833
H -4.4241 5.9788 2.6231
H -4.2486 4.5949 1.9745
C -2.6136 1.6657 -3.8521
C -2.6084 2.7801 -2.8032
C -3.6000 3.8892 -3.0686
O -3.2004 4.7216 -4.1434
C -4.0338 5.8516 -4.2424
N -2.7425 2.0824 -1.5187
H -3.6422 1.3519 -4.0682
H -2.1066 0.7561 -3.5342
H -2.2182 1.9431 -4.8309
H -1.5704 3.1365 -2.7904
H -3.7808 4.5040 -2.1780
H -4.5840 3.4478 -3.2728
H -3.7926 6.5095 -5.0756
H -3.8595 6.4080 -3.3122
H -5.0835 5.5570 -4.3524
H -2.1834 1.2450 -1.4687
H -2.5679 2.6352 -0.6939
C -3.4531 -3.4515 -1.6039
C -2.1384 -3.8373 -2.2919
C -2.2642 -5.2187 -3.0130
O -2.7972 -6.2709 -2.2277
C -1.9597 -6.6671 -1.1812
N -1.8038 -2.8389 -3.3012
H -3.3402 -2.4450 -1.1980
H -3.8311 -4.1476 -0.8527
H -4.2534 -3.3771 -2.3475
H -1.3043 -3.8502 -1.5886
H -1.2838 -5.5100 -3.3982
H -2.9642 -5.0622 -3.8330
H -0.9986 -7.1326 -1.4251
H -2.4870 -7.3298 -0.4933
H -1.7226 -5.8011 -0.5462
H -2.5581 -2.6605 -3.9474
H -1.4488 -1.9978 -2.8647
C 3.0939 -4.2098 -4.5822
C 1.6939 -4.3477 -3.9632
C 1.6934 -4.8819 -2.5343
O 2.3204 -6.1530 -2.4333
C 2.4097 -6.5711 -1.0887
N 1.0484 -3.0251 -4.0014
H 2.9938 -3.8346 -5.6015
H 3.5084 -5.2119 -4.7255
H 3.7932 -3.5863 -4.0277
H 1.1282 -5.0730 -4.5541
H 0.6540 -5.0370 -2.2119
H 2.1409 -4.1301 -1.8731
H 3.1379 -7.3800 -1.0665
H 1.4279 -6.7407 -0.6378
H 2.8782 -5.7936 -0.4686
H 1.5346 -2.4628 -3.3069
H 0.0934 -3.0958 -3.6306
C -4.3077 -5.7442 1.6872
C -3.0716 -5.1896 2.3969
C -3.2230 -3.6610 2.4869
O -2.2424 -3.1114 3.3770
C -2.3885 -1.6989 3.2578
N -2.9232 -5.7385 3.7550
H -4.5099 -6.7990 1.9053
H -4.2081 -5.7594 0.5973
H -5.2601 -5.2584 1.9166
H -2.1752 -5.3807 1.8079
H -4.2321 -3.4231 2.8462
H -3.0395 -3.1624 1.5305
H -1.8644 -1.1775 4.0610
H -3.4325 -1.4203 3.4338
H -1.9782 -1.3022 2.3261
H -2.8397 -6.7468 3.6532
H -3.8625 -5.6027 4.1312
C 2.5009 5.7690 2.4221
C 3.6663 5.5755 1.4601
C 4.7169 4.7310 2.2136
C 5.7338 3.9412 1.4038
C 5.0210 3.2125 0.2653
C 4.0975 4.0673 -0.6017
N 3.1996 4.8056 0.3073
O 2.2579 5.5186 -0.4629
C 4.9286 5.0764 -1.4458
C 3.3410 3.0833 -1.4971
C 4.2340 6.9701 1.0961
H 1.7036 6.2870 1.8809
H 2.0508 4.8331 2.7556
H 2.7535 6.3897 3.2821
H 5.2598 5.4491 2.8360
H 4.2325 4.0598 2.9275
H 6.4535 4.6769 1.0208
H 6.3684 3.2958 2.0115
H 4.3758 2.4770 0.7543
H 5.7607 2.7132 -0.3621
H 5.3497 4.6189 -2.3465
H 5.7692 5.4881 -0.8916
H 4.2543 5.8335 -1.8472
H 2.6190 3.6210 -2.1169
H 2.7253 2.3379 -0.9860
H 3.9723 2.4813 -2.1512
H 4.5219 7.0816 0.0486
H 3.5006 7.7811 1.1398
H 5.1154 7.3015 1.6483
H 1.4033 5.2734 -0.0884
*
```

Here are the Löwdin charges for atoms 1 to 2, given in e: 0.633, -0.362

***

# 5
Molecular formula: C3H9ISi
Method: DFT, ωB97M-V/def2-TZVPD

Computed properties:
**SMILES**: C[SiH](C)CI
**Orbital gap**: 8.87 eV
**ΔE to the lowest compared entry with this formula, charge and spin**: 193.3 kJ/mol

```
! wB97M-V def2-TZVPD RIJCOSX def2/J DEFGRID3
* xyz 0 1
C -1.3146 -1.2798 -0.0197
Si -0.2741 0.2657 -0.5150
C -0.4466 1.6274 0.8050
C 1.6878 -0.1080 -0.3202
I 1.8943 -2.4284 -1.1437
H -1.9614 -1.5583 -0.7846
H -0.7228 -2.1959 0.2077
H -1.8448 -0.8840 0.9017
H -0.1515 0.5677 -2.0033
H 0.0886 2.5754 0.5410
H -1.4600 1.9967 0.9529
H 0.1756 1.1692 1.6061
H 2.3381 0.5291 -0.9408
H 1.9915 -0.2768 0.7130
*
```

Here are the Löwdin charges for atoms 1 to 2, given in e: -0.250, 0.514

***

# 6
Molecular formula: C26H70ClGaN5O5S
Method: DFT, ωB97M-V/def2-TZVPD

Computed properties:
**Orbital gap**: 6.59 eV

```
! wB97M-V def2-TZVPD RIJCOSX def2/J DEFGRID3
* xyz -1 1
C -4.2346 3.0076 -3.9842
C -2.7433 3.0078 -4.3406
C -2.2146 1.6628 -4.8375
Ga -2.4083 0.0296 -3.6338
S -4.6214 -0.7359 -3.5018
C -1.7307 0.4478 -1.7190
Cl -1.4825 -1.0560 -0.7454
C -2.6759 1.4450 -1.0354
C -2.7253 1.4170 0.4923
H -4.4128 2.8522 -2.9225
H -4.7691 2.2672 -4.5725
H -4.6628 3.9841 -4.2256
H -2.6053 3.7475 -5.1375
H -2.1506 3.3666 -3.4981
H -1.1375 1.7864 -4.9807
H -2.6233 1.4456 -5.8253
H -1.6015 -1.2060 -4.2634
H -5.1902 -0.0348 -2.5101
H -0.7502 0.9003 -1.8496
H -3.6860 1.2571 -1.4005
H -2.3509 2.4399 -1.3392
H -3.1551 0.4867 0.8456
H -3.3972 2.2147 0.8163
H -1.7450 1.5985 0.9264
C -6.6677 -3.2358 2.8794
C -6.0611 -2.1965 3.8170
C -6.2591 -0.7465 3.3527
O -5.4163 -0.3436 2.2985
C -5.8553 -0.6929 0.9943
N -4.6501 -2.5188 4.0408
H -6.0601 -3.3819 1.9874
H -6.7360 -4.2000 3.3840
H -7.6724 -2.9461 2.5641
H -6.5742 -2.2843 4.7806
H -6.0065 -0.0900 4.1912
H -7.3110 -0.5554 3.0959
H -6.9459 -0.6512 0.9135
H -5.4997 -1.6845 0.7090
H -5.4240 0.0230 0.2961
H -4.2806 -1.8936 4.7527
H -4.1377 -2.2743 3.1962
C -4.2465 -2.9008 10.4500
C -3.9813 -3.4484 9.0511
C -3.6501 -2.3705 8.0102
O -4.7643 -1.6271 7.5561
C -5.1614 -0.5497 8.3813
N -5.1115 -4.2868 8.6423
H -5.2351 -2.4489 10.5283
H -4.2036 -3.7072 11.1819
H -3.5040 -2.1503 10.7290
H -3.1003 -4.0939 9.1154
H -3.2585 -2.8705 7.1208
H -2.8656 -1.6934 8.3738
H -4.3012 -0.0768 8.8643
H -5.8778 -0.8685 9.1430
H -5.6521 0.1864 7.7449
H -4.8865 -4.7477 7.7649
H -5.8856 -3.6698 8.4103
C 4.5937 0.0366 -0.5929
C 3.0729 -0.0740 -0.6286
C 2.5561 -1.2345 -1.4889
O 2.6467 -1.0131 -2.8859
C 3.9077 -1.2698 -3.4648
N 2.4994 1.2058 -1.0490
H 4.9938 0.4654 -1.5116
H 4.9048 0.6879 0.2251
H 5.0612 -0.9383 -0.4421
H 2.7323 -0.2659 0.3937
H 1.4917 -1.3562 -1.2814
H 3.0507 -2.1789 -1.2210
H 4.4133 -2.1061 -2.9702
H 4.5505 -0.3852 -3.4376
H 3.7403 -1.5332 -4.5102
H 1.4888 1.1579 -0.9362
H 2.6300 1.2635 -2.0558
C 3.4227 4.3371 -5.1901
C 2.5277 3.1164 -5.3811
C 1.0813 3.4575 -5.7682
O 0.2883 3.9374 -4.7045
C 0.3986 5.3159 -4.4221
N 2.5904 2.2824 -4.1793
H 3.2280 4.8375 -4.2420
H 4.4708 4.0362 -5.1847
H 3.2818 5.0616 -5.9955
H 2.9431 2.5336 -6.2096
H 0.5922 2.5369 -6.0973
H 1.0522 4.1615 -6.6122
H 0.5550 5.9008 -5.3347
H 1.2071 5.5208 -3.7147
H -0.5397 5.6281 -3.9635
H 2.0956 1.4091 -4.3521
H 2.0352 2.7462 -3.4633
C 10.7227 -2.0179 -1.6701
C 9.6506 -1.1516 -2.3235
C 8.8208 -0.3288 -1.3278
O 7.8515 -1.0673 -0.6141
C 8.3250 -1.7584 0.5245
N 8.8149 -1.9934 -3.1840
H 10.2984 -2.9088 -1.2079
H 11.4391 -2.3552 -2.4190
H 11.2687 -1.4622 -0.9048
H 10.1625 -0.4302 -2.9677
H 8.2541 0.4146 -1.8945
H 9.4683 0.2208 -0.6308
H 9.1259 -1.2054 1.0247
H 8.6777 -2.7613 0.2705
H 7.4878 -1.8611 1.2148
H 8.1777 -1.4053 -3.7139
H 8.2078 -2.5447 -2.5826
*
```

Here are the Löwdin charges for atoms 1 to 2, given in e: -0.131, -0.359